Molecular formula: C42H95N5O7
Method: DFT, ωB97M-V/def2-TZVPD

XYZ file:
```
149
Properties=species:S:1:pos:R:3:forces:R:3:mulliken_charge:R:1
C 1.144 4.234 6.033 -1.2 -0.2 1.3 -1.982
C 0.152 3.376 5.201 -0.6 -0.8 -2.0 1.417
C 0.462 3.621 3.634 -0.3 0.2 1.8 -1.354
C 0.376 1.858 5.535 -0.2 0.7 -0.6 -1.517
C -0.635 0.814 4.975 0.2 2.8 0.9 0.712
C -2.011 1.267 5.568 0.3 -1.1 -1.8 -1.530
C -2.445 2.748 5.246 1.1 -0.4 2.1 1.505
C -3.040 2.876 3.822 0.5 0.8 1.6 -1.541
C -3.522 3.016 6.376 -0.9 0.1 -1.5 -1.756
N -1.309 3.667 5.481 2.1 -2.5 0.7 0.519
O -1.618 4.988 5.524 -0.6 1.5 -0.5 -0.491
H 0.945 4.168 7.102 -0.7 -0.5 0.3 0.490
H 2.170 3.866 6.070 0.1 0.2 -1.1 0.387
H 1.017 5.311 5.926 0.5 0.0 -0.9 0.403
H -0.035 2.849 3.046 0.0 0.2 -0.2 -0.094
H 0.081 4.622 3.434 -0.2 -0.1 -0.4 0.360
H 1.529 3.631 3.415 0.1 -0.2 0.1 0.533
H 1.329 1.587 5.081 0.5 0.1 0.6 0.545
H 0.350 1.866 6.625 0.4 -0.6 0.1 0.349
H -0.596 0.946 3.893 -0.4 -0.2 -0.2 -0.748
H -0.187 -0.157 5.185 -0.8 -0.2 0.3 0.357
H -2.152 0.995 6.614 0.6 0.4 0.1 0.495
H -2.766 0.674 5.051 -0.3 -0.2 0.1 0.415
H -3.863 2.178 3.670 0.2 0.0 -0.3 0.389
H -2.200 2.824 3.129 -0.4 -0.3 -0.3 0.267
H -3.420 3.898 3.849 -0.2 0.1 -0.6 0.430
H -3.943 2.038 6.610 -0.4 0.2 0.0 0.425
H -4.291 3.652 5.938 -0.4 -0.2 -0.1 0.352
H -3.361 3.513 7.333 1.2 -0.1 -0.1 0.359
H -1.700 5.183 6.460 -0.1 0.3 0.2 0.327
C 1.642 -6.262 4.567 0.1 -0.5 0.2 -1.862
C 1.485 -5.490 3.208 -1.6 2.1 1.9 1.671
C -0.006 -5.423 2.812 -0.5 -1.5 -0.2 -1.639
C 1.831 -3.931 3.442 0.6 -0.5 -0.5 -1.737
C 2.088 -3.154 2.151 0.7 -0.6 0.6 0.850
C 3.002 -3.974 1.256 -0.4 1.0 -0.8 -1.520
C 2.690 -5.425 0.997 0.0 -1.7 -1.1 1.444
C 1.685 -5.672 -0.197 0.4 0.3 0.3 -1.675
C 4.013 -6.070 0.500 0.6 0.8 -0.7 -1.958
N 2.309 -6.125 2.214 1.3 2.8 0.7 0.385
O 1.967 -7.426 1.991 -0.4 -1.4 -0.1 -0.506
H 1.066 -7.184 4.643 -0.4 0.0 -0.6 0.371
H 2.647 -6.619 4.792 0.5 0.3 -0.6 0.435
H 1.387 -5.770 5.506 -0.3 0.8 -0.4 0.399
H -0.696 -4.857 3.438 0.5 0.5 0.2 0.410
H -0.118 -5.135 1.766 -0.1 0.2 0.2 0.246
H -0.409 -6.432 2.899 -0.1 -0.3 -0.4 0.307
H 1.028 -3.370 3.922 -0.2 -0.8 0.5 0.674
H 2.717 -3.836 4.070 0.1 -0.1 0.1 0.395
H 1.182 -2.774 1.679 -0.2 -0.5 -0.3 -0.903
H 2.644 -2.245 2.381 0.0 0.2 0.2 0.567
H 4.041 -3.926 1.584 -0.1 0.2 0.3 0.459
H 2.942 -3.446 0.305 0.5 -0.3 -0.4 0.373
H 2.091 -5.244 -1.113 0.2 0.1 0.0 0.435
H 0.688 -5.248 -0.079 0.1 0.0 0.2 0.271
H 1.595 -6.744 -0.375 -0.1 0.0 0.2 0.415
H 3.894 -7.037 0.011 0.0 0.0 0.2 0.349
H 4.888 -6.046 1.149 -0.6 -0.6 1.1 0.476
H 4.479 -5.384 -0.207 -0.6 0.1 -0.9 0.463
H 2.617 -7.870 2.541 0.0 -0.6 -0.1 0.375
C -5.857 1.697 -4.483 -1.0 1.3 0.8 -1.691
C -5.665 1.534 -6.009 -0.4 2.5 0.5 1.520
C -6.854 2.083 -6.782 -2.5 -1.0 1.2 -2.112
C -4.599 2.566 -6.524 -0.6 0.0 0.3 -1.400
C -3.244 2.144 -6.225 1.5 -1.4 1.0 0.029
C -2.941 0.708 -6.701 -0.4 1.6 0.0 -1.331
C -4.029 -0.328 -6.292 -0.7 -1.1 -3.1 1.766
C -4.004 -1.381 -7.416 0.7 -0.3 -1.3 -1.870
C -3.733 -0.991 -5.048 1.6 0.2 3.0 -1.929
N -5.387 0.222 -6.366 0.8 -1.3 -1.8 0.530
O -6.458 -0.769 -6.182 1.5 1.6 0.2 -0.472
H -6.860 1.404 -4.174 -0.1 -0.6 -0.2 0.387
H -5.171 1.300 -3.735 0.4 -0.7 -0.7 0.208
H -5.875 2.740 -4.167 0.1 0.5 -0.4 0.432
H -7.139 3.041 -6.346 0.5 0.5 -0.8 0.424
H -6.849 1.963 -7.866 0.8 0.7 0.0 0.447
H -7.774 1.541 -6.561 -0.1 -0.6 0.4 0.466
H -4.738 2.835 -7.571 -0.1 -0.4 -0.1 0.380
H -4.690 3.493 -5.957 -0.8 0.1 -0.1 0.481
H -2.525 2.880 -6.585 0.3 -0.2 -0.1 0.520
H -3.167 2.116 -5.138 0.2 0.2 0.2 -0.264
H -1.942 0.488 -6.325 -0.1 -0.7 0.0 0.430
H -2.869 0.810 -7.783 -0.1 -0.5 -0.1 0.469
H -4.821 -2.100 -7.473 -0.3 0.4 0.3 0.416
H -3.130 -2.032 -7.459 0.4 0.1 0.7 0.351
H -3.897 -0.841 -8.357 -0.6 -0.1 -0.2 0.421
H -4.506 -1.609 -4.590 -0.1 0.1 -0.3 0.301
H -3.441 -0.188 -4.372 -0.4 0.0 0.8 0.280
H -2.784 -1.525 -5.102 -0.1 -0.5 -0.2 0.479
H -6.606 -0.954 -7.113 -0.4 -0.3 0.0 0.368
C 1.150 -2.149 -1.651 -1.0 -0.2 0.0 -1.807
C 0.105 -0.995 -1.683 0.3 -0.2 0.3 2.051
C -1.309 -1.507 -2.031 0.7 0.0 0.2 -1.726
C 0.139 -0.466 -0.271 0.1 -0.3 1.7 -0.868
C -0.642 0.761 0.104 -0.2 0.4 -1.3 0.349
C -0.100 1.905 -0.826 -0.8 -1.2 0.6 -1.356
C -0.091 1.433 -2.376 1.4 1.3 1.1 2.253
C -1.492 1.611 -3.021 0.2 -1.2 -0.9 -1.987
C 0.850 2.459 -3.034 0.5 0.0 -0.4 -2.178
N 0.637 0.086 -2.542 -1.9 2.0 4.5 0.863
O 0.830 -0.271 -3.810 0.0 -0.8 -2.4 -0.515
H 0.840 -2.911 -0.935 -0.3 0.1 0.3 0.042
H 1.211 -2.738 -2.566 0.4 0.5 -0.3 0.620
H 2.086 -1.755 -1.255 0.2 0.0 -0.6 0.392
H -1.566 -2.204 -1.233 0.0 -0.7 -0.4 0.290
H -2.126 -0.788 -1.971 0.4 0.3 -0.3 0.276
H -1.215 -1.919 -3.035 -0.6 -0.4 0.1 0.452
H -0.166 -1.133 0.535 -0.5 -1.3 -0.7 -0.421
H 1.164 -0.375 0.087 0.5 0.7 -0.5 0.306
H -1.714 0.590 0.004 -0.2 0.0 -0.5 0.214
H -0.543 0.729 1.189 0.4 1.4 0.2 -0.498
H 0.846 2.163 -0.349 0.7 -0.2 -0.9 -0.049
H -0.621 2.861 -0.773 -0.6 -0.2 -0.1 0.533
H -1.406 1.106 -3.983 0.0 -0.4 -0.2 0.393
H -1.815 2.593 -3.366 0.5 0.5 0.7 0.514
H -2.345 1.132 -2.541 0.2 0.1 0.4 0.359
H 0.462 3.476 -2.975 -0.2 0.0 0.0 0.414
H 1.096 2.237 -4.072 -0.6 -0.1 -0.3 0.390
H 1.849 2.461 -2.598 -0.1 -0.1 0.6 0.349
H 1.786 -0.188 -3.853 0.5 0.0 -0.7 0.357
C 3.646 2.157 0.760 -0.1 0.1 0.5 -0.594
O 4.734 2.219 1.654 1.4 0.6 0.4 -0.308
C 5.801 3.129 1.272 -1.2 0.2 -0.7 -0.668
C 6.778 3.523 2.380 0.1 -0.1 -1.2 0.262
C 7.900 4.333 1.659 -0.3 0.1 1.1 -1.502
N 7.417 2.372 3.005 0.0 0.6 0.1 -0.688
H 2.740 1.892 1.305 0.0 0.3 0.4 0.080
H 3.718 1.333 0.050 0.5 0.3 -0.6 0.226
H 3.516 3.153 0.338 -0.3 -0.2 -0.6 0.399
H 6.317 2.836 0.358 0.5 -1.2 0.1 0.328
H 5.393 4.044 0.842 -0.7 0.5 0.5 0.370
H 6.237 4.153 3.086 0.2 -0.1 0.3 0.321
H 8.730 4.496 2.346 0.0 -0.2 0.1 0.385
H 7.593 5.341 1.378 -0.2 -0.2 -0.4 0.377
H 8.268 3.757 0.811 0.0 0.2 -0.1 0.386
H 6.723 1.681 3.254 -0.1 -0.2 0.0 0.310
H 7.985 2.003 2.256 0.2 -0.6 0.2 0.284
C 4.755 -0.345 -3.521 0.7 0.9 -0.9 -0.679
O 3.678 0.548 -3.810 -0.5 -0.6 0.2 -0.437
H 5.029 -0.374 -2.467 -0.4 -0.2 0.1 0.220
H 4.564 -1.327 -3.955 -0.4 0.0 0.4 0.249
H 5.633 0.020 -4.053 0.3 -0.1 0.0 0.373
H 3.975 1.435 -4.025 0.2 -0.2 0.1 0.267
C -2.355 -1.981 2.565 0.9 0.2 -0.6 -0.320
O -2.816 -1.990 3.891 -0.1 0.0 0.1 -0.579
H -2.557 -1.049 2.038 -0.5 0.1 -0.1 0.388
H -1.266 -2.017 2.550 0.2 -0.2 0.4 -0.213
H -2.669 -2.840 1.971 -0.4 0.0 0.0 0.397
H -3.663 -1.540 3.913 -0.1 -0.1 0.1 0.324
```
Positions in Å, forces in eV/Å.

Computed properties:
- Energy: -2457.29718 hartree
- LUMO level: 0.01225 Ha
- Charge: 0
- Relative energy (zero: lowest compared OMol25 entry of this formula, charge and spin): 153.9 kcal/mol
- SMILES: CC1(C)CCCC(C)(C)N1O.CC1(C)CCCC(C)(C)N1O.CC1(C)CCCC(C)(C)N1O.CC1(C)CCCC(C)(C)N1O.COC[C@H](C)N.CO.CO